# 1
C34H32BiClF6N3O2Te | wB97M-V/def2-TZVPD

Calculated values
Multiplicity: 1
Energy above the lowest of the compared OMol25 structures with the same formula, charge and spin, kcal per mole: 1.3
HOMO, Eh: -0.187
Charge: -1

Cartesian coordinates (Å):
Bi 0.710 0.544 0.174
Cl -5.911 -3.354 -1.274
C -4.288 -2.718 -1.038
C -3.425 -2.711 -2.087
C -2.064 -2.312 -2.084
C -1.493 -1.408 -1.215
O -0.303 -0.993 -1.251
C -2.873 -1.654 0.632
C -2.333 -1.571 1.977
N -1.316 -0.863 2.234
C -0.812 -0.794 3.538
C -1.485 -0.135 4.534
C -0.898 0.054 5.803
C 0.352 -0.420 6.066
C 1.064 -1.128 5.067
C 2.362 -1.645 5.277
C 2.986 -2.313 4.269
C 2.311 -2.466 3.038
N 1.116 -2.001 2.796
C 0.488 -1.325 3.794
C -3.908 -2.451 0.311
H -3.798 -3.130 -3.016
H -1.428 -2.646 -2.892
H -2.835 -2.177 2.740
H -2.461 0.282 4.315
H -1.444 0.601 6.561
H 0.824 -0.250 7.026
H 2.846 -1.487 6.233
H 3.986 -2.709 4.386
H 2.798 -2.991 2.222
H -4.406 -2.992 1.107
F 2.540 2.471 5.307
Te 1.819 2.417 3.524
F 1.412 4.314 3.640
F 1.536 2.425 1.455
F 3.473 3.094 2.989
F 2.745 0.713 3.190
O -2.316 -0.777 -0.280
C 3.435 4.636 -4.001
C 2.676 3.357 -3.765
C 1.714 2.925 -4.671
C 1.001 1.753 -4.445
C -0.084 1.309 -5.389
C 1.281 1.002 -3.312
C 2.220 1.422 -2.370
C 2.910 2.612 -2.617
N 2.360 0.676 -1.176
C 3.693 0.184 -0.751
C 4.463 -0.320 -1.974
C 4.527 1.231 0.003
C 3.485 -0.996 0.202
H 2.967 5.234 -4.784
H 4.464 4.432 -4.307
H 3.479 5.240 -3.093
H 1.502 3.521 -5.553
H -0.085 1.906 -6.302
H -1.064 1.412 -4.916
H 0.036 0.260 -5.664
H 0.734 0.088 -3.113
H 3.598 2.992 -1.876
H 4.687 0.490 -2.670
H 3.878 -1.073 -2.506
H 5.408 -0.767 -1.656
H 4.822 2.058 -0.639
H 5.443 0.771 0.384
H 3.970 1.631 0.851
H 2.812 -1.738 -0.238
H 3.082 -0.669 1.164
H 4.444 -1.474 0.411
F -2.235 5.129 -3.131
C -1.644 4.152 -2.396
C -0.478 4.444 -1.719
C 0.124 3.438 -0.977
C -0.424 2.157 -0.917
C -1.607 1.910 -1.607
C -2.229 2.906 -2.352
H -0.053 5.437 -1.780
H 1.038 3.661 -0.443
H -2.072 0.934 -1.587
H -3.149 2.720 -2.891


# 2
C15H28BrO9PS | wB97M-V/def2-TZVPD

Calculated values
SMILES string: CCCCOCO[C@@](CC(=O)O)([C@H](S)O[C@@H](CC=O)C[C@H](C)Br)P(=O)(O)O
Multiplicity: 1
Energy above the lowest of the compared OMol25 structures with the same formula, charge and spin, kcal per mole: 229.8
HOMO, Eh: -0.367
Charge: 0

Cartesian coordinates (Å):
C -6.840 0.451 1.589
C -5.490 -0.484 1.572
C -4.284 0.061 2.573
C -2.943 -0.874 2.222
O -1.689 -0.263 2.696
C -0.507 -0.899 2.022
O 0.715 -0.150 2.073
C 0.880 0.952 1.111
C 2.360 1.544 1.655
C 3.311 2.222 0.543
O 3.031 3.256 -0.275
O 4.691 1.657 0.367
C 0.923 0.517 -0.461
S -0.785 0.319 -1.295
O 1.497 -0.867 -0.492
C 2.800 -0.895 -1.163
C 3.812 -1.760 -0.160
C 4.596 -2.988 -0.908
O 4.229 -4.280 -0.914
C 2.599 -1.574 -2.641
C 1.719 -0.616 -3.686
C 0.442 -1.388 -4.365
Br 2.958 -0.087 -5.218
P -0.280 2.473 1.486
O -0.295 2.816 3.064
O 0.254 3.947 0.705
O -1.941 2.253 1.056
H -6.605 1.524 1.174
H -7.653 -0.049 0.882
H -7.256 0.556 2.700
H -5.712 -1.608 1.856
H -5.062 -0.450 0.474
H -4.076 1.204 2.415
H -4.623 -0.082 3.704
H -3.156 -1.923 2.744
H -2.958 -0.996 1.048
H -0.322 -1.865 2.708
H -0.800 -1.383 0.977
H 2.204 2.350 2.522
H 2.996 0.681 2.182
H 4.952 1.900 -0.578
H 1.455 1.256 -1.194
H -0.895 1.306 -2.327
H 3.319 0.141 -1.314
H 4.627 -1.023 0.278
H 3.241 -2.214 0.773
H 5.615 -2.744 -1.480
H 1.979 -2.574 -2.543
H 3.622 -1.778 -3.222
H 1.381 0.398 -3.210
H -0.556 -1.105 -3.801
H 0.583 -2.552 -4.454
H 0.315 -0.937 -5.463
H -0.177 3.889 -0.219
H -2.205 2.735 0.218


# 3
C46H67Br2N6O9P2SSiSr | wB97M-V/def2-TZVPD

Calculated values
Multiplicity: 1
Energy above the lowest of the compared OMol25 structures with the same formula, charge and spin, kcal per mole: 57.3
HOMO, Eh: -0.190
Charge: -1

Cartesian coordinates (Å):
Sr -0.026 0.687 0.134
Br -0.466 -0.250 -5.516
C 1.138 -0.667 -4.575
C 2.246 -0.909 -5.381
C 3.447 -1.255 -4.824
Br 4.933 -1.552 -5.995
C 3.564 -1.442 -3.437
C 4.750 -1.851 -2.790
C 4.736 -2.100 -1.445
C 3.525 -1.959 -0.752
N 2.420 -1.544 -1.315
C 2.408 -1.242 -2.622
C 1.139 -0.735 -3.159
O 0.154 -0.432 -2.413
H 2.152 -0.814 -6.453
H 5.656 -1.971 -3.369
H 5.633 -2.416 -0.928
H 3.461 -2.202 0.307
O -6.375 0.921 3.821
C -5.830 1.952 3.393
O -6.097 3.154 3.561
C -4.576 1.699 2.489
C -3.972 2.737 1.796
C -2.809 2.496 1.087
N -2.244 1.296 1.006
C -2.843 0.286 1.641
C -3.997 0.440 2.393
C -2.211 -1.051 1.466
O -2.871 -2.074 1.681
O -0.991 -1.058 1.061
H -4.433 3.716 1.831
H -2.295 3.300 0.570
H -4.451 -0.402 2.895
C 5.241 0.411 2.239
N 4.290 0.880 1.250
C 4.773 1.801 0.235
C 3.013 0.442 1.165
C 2.494 -0.399 2.291
O 2.303 0.786 0.213
H 6.083 1.099 2.271
H 5.621 -0.585 1.989
H 4.795 0.379 3.231
H 5.504 2.477 0.676
H 3.926 2.374 -0.135
H 5.231 1.273 -0.607
H 3.243 -1.005 2.793
H 1.694 -1.021 1.903
H 2.022 0.304 2.987
C -0.250 -5.968 -0.145
N -1.346 -4.966 0.146
C -1.668 -4.975 1.647
N -0.492 -4.837 2.425
C 0.501 -5.831 2.076
N 0.889 -5.747 0.673
C 1.542 -4.458 0.375
P 0.502 -2.874 0.666
C -0.938 -3.599 -0.298
C 0.040 -3.470 2.388
H 0.022 -5.867 -1.197
H -0.654 -6.966 0.047
H -2.193 -5.233 -0.355
H -2.163 -5.926 1.863
H -2.323 -4.120 1.824
H 0.088 -6.827 2.264
H 1.386 -5.689 2.695
H 1.881 -4.473 -0.665
H 2.435 -4.395 1.002
H -0.636 -3.640 -1.347
H -1.793 -2.938 -0.203
H -0.688 -2.798 2.835
H 0.947 -3.438 2.998
C -2.863 0.482 -3.095
P -2.054 1.788 -2.081
C -1.016 2.651 -3.329
C -3.510 2.906 -1.990
C -4.706 2.404 -1.473
C -5.847 3.186 -1.427
C -5.808 4.497 -1.883
C -4.617 5.022 -2.357
C -3.475 4.234 -2.406
H -3.745 0.115 -2.572
H -2.159 -0.337 -3.209
H -3.155 0.876 -4.068
H -1.570 2.918 -4.230
H -0.201 1.973 -3.572
H -0.585 3.543 -2.872
H -4.745 1.390 -1.093
H -6.765 2.776 -1.027
H -6.701 5.108 -1.856
H -4.574 6.051 -2.692
H -2.554 4.664 -2.774
C 3.249 4.387 3.207
C 3.169 4.069 4.702
C 4.448 3.346 5.130
C 3.004 5.371 5.492
O 2.092 3.197 5.017
Si 0.561 3.099 4.381
S 0.586 2.267 2.505
O 0.046 4.669 4.452
C -1.137 5.276 3.934
C -1.255 6.649 4.598
C -2.363 4.429 4.264
C -1.021 5.464 2.419
O -0.248 2.108 5.405
C -0.252 2.038 6.823
C 0.983 1.263 7.295
C -0.256 3.431 7.457
C -1.516 1.285 7.235
H 4.148 4.967 2.991
H 2.371 4.955 2.903
H 3.260 3.463 2.631
H 5.319 3.990 4.997
H 4.571 2.445 4.525
H 4.376 3.053 6.178
H 3.767 6.097 5.207
H 3.078 5.171 6.563
H 2.017 5.780 5.283
H -1.321 6.537 5.681
H -2.150 7.154 4.232
H -0.381 7.260 4.365
H -2.430 4.272 5.341
H -2.280 3.452 3.789
H -3.284 4.903 3.925
H -0.207 6.156 2.192
H -1.954 5.860 2.015
H -0.799 4.509 1.949
H 1.876 1.739 6.897
H 0.939 0.238 6.922
H 1.029 1.243 8.386
H 0.626 3.987 7.141
H -0.265 3.353 8.545
H -1.141 3.980 7.135
H -1.506 0.277 6.819
H -2.402 1.798 6.858
H -1.578 1.220 8.323


# 4
C12H18ClO4PS | wB97M-V/def2-TZVPD

Calculated values
Multiplicity: 1
HOMO, Eh: -0.179
Charge: 0

Cartesian coordinates (Å):
C -2.251 -0.722 -3.864
C -1.994 0.753 -3.143
Cl -2.729 0.727 -1.442
C -0.441 1.272 -3.224
S 0.480 1.293 -1.594
C -0.068 2.693 -0.467
C 0.248 2.169 1.090
O 0.614 2.991 2.082
C 0.077 0.532 1.339
C 1.307 -0.559 1.258
C 0.999 -2.187 1.484
C -0.543 -2.685 1.803
C -1.783 -1.590 1.929
C -1.445 0.013 1.693
P 2.517 1.858 -2.155
O 3.539 0.445 -2.284
O 3.156 2.738 -0.751
H -3.239 -1.239 -3.471
H -1.333 -1.439 -3.661
H -2.415 -0.527 -5.016
H -2.641 1.527 -3.781
H -0.382 2.302 -3.823
H 0.132 0.492 -3.922
H 0.601 3.633 -0.691
H -1.201 2.978 -0.626
H 2.410 -0.182 1.012
H 1.842 -3.019 1.403
H -0.842 -3.827 1.947
H -2.895 -1.885 2.156
H -2.306 0.813 1.772
H 3.257 -0.132 -1.498
H 3.194 2.048 -0.008
C 0.799 -2.282 4.883
O -0.157 -3.157 4.610
H 1.646 -2.222 4.178
H 0.509 -1.220 4.945
H 1.338 -2.404 5.838


# 5
C5H10O2 | wB97M-V/def2-TZVPD

Calculated values
SMILES string: C=CO[C@H](C)OC
Multiplicity: 1
Energy above the lowest of the compared OMol25 structures with the same formula, charge and spin, kcal per mole: 50.0
HOMO, Eh: -0.330
Charge: 0

Cartesian coordinates (Å):
C 2.192 0.487 -1.597
C 1.145 -0.160 -1.098
C 0.520 -0.219 1.921
O -0.714 0.201 1.382
C -0.931 -0.178 0.060
C -2.327 0.259 -0.318
O -0.033 0.463 -0.831
H 3.105 -0.049 -1.826
H 1.370 0.237 1.400
H 2.152 1.556 -1.782
H 1.162 -1.233 -0.891
H 0.533 0.098 2.965
H 0.622 -1.316 1.880
H -0.797 -1.272 -0.042
H -2.389 1.348 -0.237
H -2.551 -0.034 -1.346
H -3.059 -0.188 0.359


# 6
C6H15NS | wB97M-V/def2-TZVPD

Calculated values
Multiplicity: 1
Energy above the lowest of the compared OMol25 structures with the same formula, charge and spin, kcal per mole: 81.3
HOMO, Eh: -0.313
Charge: 0

Cartesian coordinates (Å):
C -1.335 -0.396 -2.019
C -2.558 0.153 -1.185
S -2.471 -0.661 0.589
C 0.065 -0.601 -1.343
N 0.368 0.478 -0.409
C 1.714 1.509 1.412
C 1.445 0.255 0.561
C 1.290 -0.977 1.414
H -1.501 -1.410 -2.342
H -1.177 0.242 -2.893
H -3.415 -0.467 -1.441
H -2.827 1.203 -1.289
H -1.531 0.631 1.811
H 0.015 -1.560 -0.736
H 0.881 -0.708 -2.042
H -0.516 0.506 0.105
H 2.467 2.221 0.972
H 0.768 2.005 1.662
H 2.066 1.143 2.401
H 2.382 0.184 -0.098
H 2.269 -1.132 1.874
H 1.091 -1.877 0.855
H 0.508 -0.742 2.141


# 7
C6H12 | wB97M-V/def2-TZVPD

Calculated values
SMILES string: C=C(C)CCC
Multiplicity: 1
Energy above the lowest of the compared OMol25 structures with the same formula, charge and spin, kcal per mole: 28.4
HOMO, Eh: -0.339
Charge: 0

Cartesian coordinates (Å):
C 1.879 -0.726 -1.663
C 0.836 -0.823 -0.554
C -0.091 0.421 -0.558
C -1.031 0.312 0.685
C -1.873 -0.714 0.785
C -0.901 1.434 1.650
H 2.464 -1.642 -1.786
H 2.681 -0.045 -1.348
H 1.462 -0.266 -2.548
H 0.220 -1.700 -0.763
H 1.302 -0.884 0.428
H 0.521 1.327 -0.534
H -0.662 0.444 -1.483
H -2.441 -0.695 1.705
H -1.824 -1.566 0.130
H 0.171 1.614 1.738
H -1.410 2.383 1.486
H -1.302 1.126 2.628


# 8
C17H26BBr24NO5P | wB97M-V/def2-TZVPD

Calculated values
Multiplicity: 1
HOMO, Eh: -0.418
Charge: +1

Cartesian coordinates (Å):
C -2.501 1.561 0.907
C -2.232 1.470 -0.611
B -0.714 1.288 -1.026
O -0.473 0.509 -2.108
C 0.487 1.939 -0.198
C 1.848 2.208 -0.961
C 1.728 2.405 -2.461
O 2.640 2.042 -3.181
C 0.837 0.841 0.858
C 1.480 1.720 1.963
C 1.279 1.330 3.463
P 1.012 -0.440 3.744
O -0.294 -0.874 3.233
O 1.087 -0.633 5.307
O 2.233 -1.295 3.196
C 0.750 3.033 1.795
N 0.266 3.135 0.624
H -3.579 1.490 1.050
H -2.081 0.731 1.470
H -2.213 2.516 1.343
H -2.726 0.563 -0.961
H -2.702 2.288 -1.162
H 0.421 0.142 -2.091
H 2.266 3.161 -0.582
H 2.610 1.457 -0.784
H 0.860 2.906 -2.928
H 0.013 0.209 1.187
H 1.583 0.130 0.510
H 2.544 1.866 1.784
H 2.184 1.624 4.000
H 0.482 1.903 3.928
H 0.183 -0.580 5.658
H 2.070 -1.442 2.255
H 0.692 3.789 2.565
H -0.246 3.933 0.262
C -1.277 -2.817 -3.463
Br 0.487 -3.158 -2.755
Br -1.902 -4.261 -4.554
Br -2.525 -2.378 -2.066
H -1.197 -1.947 -4.099
C 4.859 4.908 -2.284
Br 3.397 6.092 -2.695
Br 6.526 5.844 -2.131
Br 4.470 3.860 -0.708
H 4.953 4.212 -3.107
C -2.395 -2.430 7.675
Br -2.514 -2.389 9.592
Br -1.959 -0.687 6.953
Br -1.182 -3.789 7.064
H -3.376 -2.677 7.298
C 0.044 -6.680 3.807
Br 1.060 -5.077 4.147
Br 0.847 -8.209 4.653
Br -1.786 -6.445 4.348
H 0.054 -6.862 2.742
C 1.757 8.953 -5.168
Br 0.192 9.292 -6.233
Br 3.231 10.077 -5.677
Br 1.375 9.100 -3.280
H 2.055 7.931 -5.353
C -3.051 -2.239 -8.091
Br -4.893 -2.562 -7.634
Br -2.124 -1.338 -6.660
Br -2.135 -3.845 -8.622
H -3.044 -1.574 -8.942
C 3.692 -2.116 7.911
Br 5.282 -2.615 8.871
Br 3.217 -3.428 6.586
Br 2.222 -1.752 9.102
H 3.911 -1.197 7.387
C -6.013 -7.054 -7.205
Br -7.714 -6.341 -6.653
Br -5.958 -7.387 -9.099
Br -4.559 -5.919 -6.647
H -5.888 -8.005 -6.708


Quick rundown of E_LUMO, same order as above: 2.11, -0.45, 1.18, -1.79, 1.10, -1.01, 1.13, -4.42 eV